The following is a quantum chemistry calculation of the molecule C4H9NO2 in a non-equilibrium geometry, from the OMol25 dataset.

For the energy above the lowest of the compared OMol25 structures with the same formula, charge and spin, the calculation gives 25.64 kJ/mol. The calculation puts the molar mass at 103.12 g/mol. For the HOMO-LUMO gap, the calculation gives 10.7849 eV. As for the structure (SMILES): CC(C)NC(=O)O. Its charge is 0. The LUMO energy is 0.8 eV.

```
16
Properties=species:S:1:pos:R:3:forces:R:3
C 0.715944 -1.426329 0.751198 -1.3 0.1 -2.0
C 0.284506 0.044340 0.803023 0.1 0.0 0.7
C 1.389402 0.972099 0.323641 -0.3 0.3 -0.3
N -1.000333 0.293167 0.139882 0.4 -0.2 0.4
C -1.248514 0.135462 -1.171008 -0.5 -0.1 -0.1
O -0.468292 -0.187440 -2.034019 0.2 0.2 0.0
O -2.576689 0.375719 -1.423558 0.2 0.4 0.0
H 0.407307 -1.744283 -0.255538 0.3 0.0 0.0
H 0.099932 -2.084798 1.364579 0.6 0.1 0.6
H 1.790827 -1.545371 0.714588 0.1 -0.2 0.8
H 0.047806 0.317905 1.830348 0.2 0.0 0.2
H 1.590109 0.769786 -0.722345 0.3 -0.2 -0.1
H 2.291616 0.875712 0.931537 -0.1 -0.1 -0.1
H 1.071556 2.013531 0.352667 -0.1 0.1 0.2
H -1.758874 0.544820 0.745680 -0.2 0.1 -0.2
H -2.636303 0.645680 -2.350677 0.0 -0.3 0.0
```
Forces are in eV/Å.